{"formula": "C49H82BCaN10OSSb2", "method": "ωB97M-V with the def2-TZVPD basis set", "species": ["Sb", "Sb", "Ca", "S", "O", "N", "N", "N", "N", "N", "N", "N", "N", "N", "N", "C", "C", "C", "C", "C", "C", "C", "C", "C", "C", "C", "C", "C", "C", "C", "C", "C", "C", "C", "C", "C", "C", "C", "C", "C", "C", "C", "C", "C", "C", "C", "C", "C", "C", "C", "C", "C", "C", "C", "C", "C", "C", "C", "C", "C", "C", "C", "C", "C", "B", "H", "H", "H", "H", "H", "H", "H", "H", "H", "H", "H", "H", "H", "H", "H", "H", "H", "H", "H", "H", "H", "H", "H", "H", "H", "H", "H", "H", "H", "H", "H", "H", "H", "H", "H", "H", "H", "H", "H", "H", "H", "H", "H", "H", "H", "H", "H", "H", "H", "H", "H", "H", "H", "H", "H", "H", "H", "H", "H", "H", "H", "H", "H", "H", "H", "H", "H", "H", "H", "H", "H", "H", "H", "H", "H", "H", "H", "H", "H", "H", "H", "H"], "coordinates": [[-2.917, 0.532, -1.238], [-2.168, -3.007, -0.244], [0.570, -0.440, -0.196], [-0.825, 3.818, -0.817], [0.632, 1.024, -2.025], [1.831, -3.237, 0.243], [2.454, -0.256, 1.228], [3.266, -0.280, -2.499], [0.290, -2.293, 2.128], [0.097, 6.253, -0.403], [1.679, 1.702, -3.924], [1.260, -2.638, -0.848], [-0.296, 4.927, 1.498], [-0.150, -0.993, 2.053], [2.654, -1.435, 1.894], [3.228, 2.117, 1.468], [3.225, 0.652, 1.824], [0.095, 7.611, 0.143], [3.953, 0.058, 2.864], [-0.866, 6.413, 3.410], [0.952, -3.206, -3.283], [-3.051, 0.404, 3.894], [-3.778, -3.512, 1.079], [-4.301, -0.031, 0.303], [0.225, 5.754, 2.581], [-4.640, -2.844, -2.136], [-0.720, 1.497, -3.924], [2.474, -4.361, -0.132], [-3.821, -0.564, -2.910], [-3.965, 2.348, -1.680], [-4.904, -1.521, -2.530], [1.515, -3.425, -1.896], [-0.408, -2.949, 3.085], [3.780, 0.929, -2.684], [-0.274, 8.596, -0.952], [-0.312, 5.100, 0.166], [-1.251, -4.940, -0.116], [-7.015, -3.198, -1.769], [3.556, -1.260, 2.882], [-1.608, 0.511, 3.394], [2.350, 2.387, 0.259], [5.046, 1.290, -2.228], [3.211, -5.253, 0.809], [0.594, 1.391, -3.198], [-5.710, -3.659, -1.766], [2.089, -3.189, -4.313], [5.812, 0.354, -1.562], [-1.081, -0.844, 2.986], [2.682, 2.913, 2.660], [-6.226, -1.073, -2.540], [0.197, -1.888, -3.366], [-0.158, -4.376, 3.443], [5.280, -0.908, -1.351], [2.294, -4.515, -1.492], [3.029, 1.984, -3.469], [-0.712, 0.999, 4.546], [-1.524, 1.521, 2.256], [-3.253, -3.398, -2.105], [4.663, 2.573, 1.190], [0.009, -4.374, -3.603], [4.011, -1.171, -1.832], [-1.302, -2.063, 3.646], [-7.276, -1.892, -2.161], [3.984, -2.346, 3.811], [1.752, -2.673, 1.686], [2.143, -3.531, 2.413], [5.831, -1.676, -0.825], [-2.142, 1.233, 1.407], [3.155, -2.691, 4.430], [3.567, -2.147, -1.685], [-3.714, 0.000, 3.129], [3.667, -6.068, 0.249], [1.076, 7.867, 0.550], [4.664, 0.523, 3.525], [0.420, -4.450, 4.366], [0.815, 5.095, 3.222], [2.661, -5.326, -2.098], [2.688, -4.100, -4.258], [4.376, -3.209, 3.273], [-0.495, 1.651, 1.906], [-3.117, -0.233, 4.776], [6.803, 0.606, -1.207], [-0.419, -4.244, -4.600], [0.388, -4.900, 2.663], [-3.561, -3.116, 2.070], [3.999, -4.718, 1.338], [0.333, 1.045, 4.228], [-3.017, -1.040, -3.472], [2.695, 3.980, 2.423], [-5.188, -0.491, -0.131], [0.888, -1.063, -3.201], [-3.686, 3.120, -0.967], [1.296, 2.162, 0.457], [-6.429, -0.056, -2.856], [-7.823, -3.856, -1.480], [-0.426, 6.978, 4.232], [2.357, 3.449, 0.001], [-1.025, 1.996, 4.869], [-0.811, -4.436, -2.885], [-0.631, 7.673, 0.953], [-0.678, 4.032, 1.763], [3.054, 2.924, -2.910], [-3.270, -4.484, -2.213], [2.677, 1.823, -0.612], [2.545, -5.684, 1.557], [-0.776, 0.328, 5.403], [-8.291, -1.518, -2.180], [-3.720, 2.698, -2.683], [0.047, 6.197, -1.408], [-0.295, -4.977, -0.635], [3.605, 2.153, -4.380], [-1.931, -5.679, -0.541], [-5.034, 2.145, -1.622], [0.543, -5.326, -3.586], [0.452, 8.565, -1.766], [2.743, -2.332, -4.161], [5.113, 1.981, 0.398], [-1.094, -5.173, 0.936], [-5.506, -4.684, -1.474], [-4.235, 0.230, -3.533], [-0.620, -1.833, -2.637], [-3.875, -4.596, 1.132], [-1.995, -2.271, 4.444], [-4.591, 0.879, 0.830], [1.671, -3.127, -5.320], [-1.889, 2.491, 2.607], [5.419, 2.292, -2.400], [-1.241, 0.543, -3.850], [-1.478, 7.090, 2.814], [-1.261, 8.374, -1.359], [4.766, -1.970, 4.469], [1.472, 2.061, -4.841], [-3.420, 1.393, 4.176], [-1.529, 5.660, 3.837], [3.283, 2.754, 3.556], [-0.244, -1.775, -4.360], [-4.712, -3.086, 0.716], [-1.106, -4.890, 3.605], [-0.616, 1.764, -4.974], [0.923, 6.479, 2.175], [-1.312, 2.261, -3.418], [-2.644, -2.996, -2.913], [5.286, 2.478, 2.081], [-3.846, -0.721, 1.011], [4.671, 3.623, 0.885], [-0.287, 9.611, -0.557], [1.652, 2.622, 2.887]], "mulliken_charge": [0.00, -0.18, 3.13, -0.34, 0.59, 0.38, 2.26, 0.51, 0.57, -0.11, -0.08, 2.02, 0.42, 0.46, 0.08, 3.29, -1.28, 0.02, -1.35, -1.29, 3.12, -1.88, -1.48, -0.70, -0.60, 0.51, -0.60, 0.29, -1.18, -1.48, 0.38, -1.68, 0.24, 0.35, -1.55, 0.27, -1.10, -0.65, 0.12, 2.75, 0.21, -0.50, -1.30, -0.07, -0.56, -1.98, -0.70, -0.51, -1.71, -0.60, -1.03, -1.74, -0.91, -1.02, -1.18, -2.03, -0.28, -1.59, -1.91, -2.05, 0.09, -0.98, -0.77, -1.39, -2.45, -0.05, 0.56, -1.15, 0.22, 0.06, 0.26, 0.55, 0.30, 0.63, 0.27, 0.23, 0.58, 0.43, 0.16, -0.39, 0.41, 0.43, 0.51, 0.20, 0.36, 0.14, 0.21, 0.44, 0.43, 0.61, -0.61, 0.39, -0.99, 0.36, 0.43, 0.41, 0.74, 0.44, 0.23, 0.02, -0.29, 0.42, 1.08, -1.14, 0.10, 0.46, 0.42, 0.41, 0.31, 0.02, 0.47, 0.65, 0.49, 0.38, 0.38, 0.21, 0.15, 0.48, 0.39, 1.02, -0.22, 0.59, 0.50, 0.64, 0.50, 0.73, 0.45, -0.21, 0.30, 0.37, 0.49, 0.34, 0.42, 0.29, 0.41, 0.84, 0.39, 0.45, 0.63, 0.54, -0.03, 0.50, 0.40, -0.68, 0.46, 0.42, 0.05], "orbital_gap_ha": 0.304, "de_lowest_ev": 0.000, "e_tot_ha": -4120.385332, "total_charge": 1, "largest_force_ev_per_a": 1.05}

---

{"formula": "C49H82BN5O6S2", "method": "ωB97M-V with the def2-TZVPD basis set", "species": ["S", "S", "O", "O", "O", "O", "O", "O", "N", "N", "N", "N", "N", "C", "C", "C", "C", "C", "C", "C", "C", "C", "C", "C", "C", "C", "C", "C", "C", "C", "C", "C", "C", "C", "C", "C", "C", "C", "C", "C", "C", "C", "C", "C", "C", "C", "C", "C", "C", "C", "C", "C", "C", "C", "C", "C", "C", "C", "C", "C", "C", "C", "B", "H", "H", "H", "H", "H", "H", "H", "H", "H", "H", "H", "H", "H", "H", "H", "H", "H", "H", "H", "H", "H", "H", "H", "H", "H", "H", "H", "H", "H", "H", "H", "H", "H", "H", "H", "H", "H", "H", "H", "H", "H", "H", "H", "H", "H", "H", "H", "H", "H", "H", "H", "H", "H", "H", "H", "H", "H", "H", "H", "H", "H", "H", "H", "H", "H", "H", "H", "H", "H", "H", "H", "H", "H", "H", "H", "H", "H", "H", "H", "H", "H", "H"], "coordinates": [[-1.241, 0.027, 5.322], [7.346, 1.513, 4.277], [2.993, 2.838, 6.071], [1.415, 0.928, -0.275], [-3.957, -1.356, -1.467], [1.859, 0.411, 4.570], [6.241, 1.934, 6.738], [-0.474, -0.323, -5.261], [0.582, 3.482, 6.241], [-5.037, -1.049, -2.137], [6.160, -0.183, 6.075], [0.687, 0.180, -5.584], [5.557, -0.069, 7.315], [-0.513, -5.093, 0.884], [2.766, -1.606, -4.502], [-5.722, -2.316, -2.529], [-0.814, -2.151, 0.848], [1.237, 0.878, 3.633], [2.217, 6.113, 1.281], [-4.044, -0.839, -4.450], [1.905, -2.003, -5.696], [-7.176, -2.043, -2.962], [4.715, 5.725, 1.841], [-0.709, -0.816, 3.775], [1.383, 0.565, -4.320], [-3.658, 0.949, -2.791], [1.029, 1.137, 0.857], [-5.922, 0.688, -3.677], [6.258, 0.867, 2.961], [1.625, 3.616, 1.077], [0.483, -1.260, -7.613], [-2.802, 0.841, 4.810], [1.743, 3.350, 3.887], [-4.991, -3.028, -3.670], [-0.932, -0.605, 0.722], [6.532, 1.022, 5.781], [2.468, 1.632, -4.633], [5.158, 4.312, 1.358], [-4.664, -0.115, -3.243], [1.382, 2.381, 1.664], [5.620, 1.156, 7.680], [2.010, -0.636, -3.594], [-4.766, -2.116, -4.872], [1.464, 2.259, 3.068], [-2.937, -4.017, 4.497], [5.717, 1.944, 1.963], [1.390, -0.789, -6.473], [0.175, 0.058, 2.904], [1.936, 4.730, 1.867], [0.092, 0.168, 1.571], [-5.858, -3.267, -1.336], [-2.011, -5.521, 0.970], [-2.881, 2.190, 5.583], [5.541, 3.367, 2.544], [0.432, 1.251, -3.334], [-0.153, -4.301, -0.403], [2.576, -0.112, -7.190], [-2.168, -5.002, 3.542], [-0.813, -2.901, -0.504], [3.686, 6.286, 0.798], [-2.824, -4.906, 2.143], [1.976, 4.594, 3.264], [1.796, 3.222, 5.487], [6.868, 0.154, 2.382], [-0.079, 2.096, -3.802], [3.482, 1.239, -4.536], [-3.508, 1.679, -3.588], [-3.861, -4.452, 4.902], [-3.154, -3.871, 1.950], [-1.915, -0.316, 1.144], [1.224, -1.202, -3.083], [1.050, -1.874, -8.315], [0.082, -2.437, 1.425], [-2.282, 2.924, 5.017], [-7.721, -1.508, -2.182], [-3.689, 0.211, 4.960], [-0.321, 0.570, -2.937], [-4.013, 1.483, -1.906], [3.712, -1.167, -4.832], [0.941, -4.121, -0.345], [-2.448, 2.083, 6.590], [-1.118, -4.682, 3.578], [5.268, 1.590, 8.610], [-0.933, -0.239, -0.314], [3.013, -0.796, -7.919], [3.856, 5.882, -0.212], [2.247, 0.777, -7.731], [1.066, -2.608, -5.338], [-4.166, -2.641, -5.618], [2.396, 2.490, -3.964], [0.070, -0.414, -8.166], [5.598, 6.383, 1.777], [-1.806, -2.915, -0.990], [4.713, 3.384, 3.274], [-4.894, -3.653, -1.001], [3.353, 2.089, 5.573], [-3.135, -3.052, 3.997], [6.471, 3.775, 2.968], [-3.766, -5.488, 2.205], [6.329, 2.022, 1.048], [-7.262, -1.474, -3.885], [-4.021, -3.402, -3.324], [-2.302, -5.998, 3.994], [6.008, 4.382, 0.660], [1.532, 6.251, 0.423], [-1.680, -2.503, 1.429], [2.682, -0.278, -2.811], [3.032, -2.501, -3.933], [4.716, 1.597, 1.645], [0.079, -6.027, 0.832], [-3.999, -0.157, -5.303], [2.196, 5.450, 3.908], [-2.491, -5.161, 0.039], [3.891, 7.372, 0.727], [-5.721, 1.759, -3.726], [-2.267, -3.777, 5.344], [-0.175, -2.305, -1.189], [-3.008, -1.104, -4.218], [2.483, -2.649, -6.363], [-5.715, -1.877, -5.362], [-0.135, -4.549, 1.759], [-2.093, -6.619, 0.990], [5.396, 0.302, 3.344], [-6.345, -2.775, -0.492], [0.762, 3.345, 7.238], [-2.678, 0.527, -2.570], [-1.577, -1.212, 3.231], [-0.285, -4.914, -1.313], [2.358, 2.043, -5.637], [-0.133, -1.694, 4.122], [-7.698, -2.985, -3.138], [-3.907, 2.580, 5.647], [1.954, 6.904, 2.001], [4.284, 5.703, 2.851], [-2.704, 1.053, 3.733], [4.309, 3.819, 0.851], [-6.291, 0.389, -4.660], [0.986, 1.627, -2.476], [1.586, 3.712, -0.013], [-5.561, -3.906, -3.983], [-0.343, -1.877, -7.258], [-6.461, -4.133, -1.614], [-6.739, 0.584, -2.962], [3.386, 0.177, -6.524], [-0.062, 2.718, 6.010]], "lowdin_spin": [0.00, 0.00, 0.00, 0.00, 0.55, 0.00, 0.00, 0.56, 0.00, 0.35, 0.00, 0.35, 0.00, 0.00, 0.00, 0.03, 0.00, 0.00, 0.00, 0.01, 0.01, 0.00, 0.00, 0.00, 0.03, 0.00, 0.00, 0.00, 0.00, 0.00, 0.00, 0.00, 0.00, 0.01, 0.00, 0.00, 0.00, 0.00, 0.03, 0.00, 0.00, 0.01, 0.00, 0.00, 0.00, 0.00, 0.03, 0.00, 0.00, 0.00, 0.00, 0.00, 0.00, 0.00, 0.00, 0.00, 0.00, 0.00, 0.00, 0.00, 0.00, 0.00, 0.00, 0.00, 0.00, 0.00, 0.00, 0.00, 0.00, 0.00, 0.00, 0.00, 0.00, 0.00, 0.00, 0.00, 0.00, 0.00, 0.00, 0.00, 0.00, 0.00, 0.00, 0.00, 0.00, 0.00, 0.00, 0.00, 0.00, 0.00, 0.00, 0.00, 0.00, 0.00, 0.00, 0.00, 0.00, 0.00, 0.00, 0.00, 0.00, 0.00, 0.00, 0.00, 0.00, 0.00, 0.00, 0.00, 0.00, 0.00, 0.00, 0.00, 0.00, 0.00, 0.00, 0.00, 0.00, 0.00, 0.00, 0.00, 0.00, 0.00, 0.00, 0.00, 0.00, 0.00, 0.00, 0.00, 0.00, 0.00, 0.00, 0.00, 0.00, 0.00, 0.00, 0.00, 0.00, 0.00, 0.00, 0.00, 0.00, 0.00, 0.00, 0.00, 0.00], "orbital_gap_ha": [0.292, 0.302], "s_squared": 2.008, "de_lowest_ev": 0.000, "e_tot_ha": -3462.639716, "multiplicity": 3, "largest_force_ev_per_a": 2.94}